41
Properties=species:S:1:pos:R:3:forces:R:3 method="wB97M-V/def2-TZVPD" spin_multiplicity=2 largest_force_ev_per_a=1.1 gap_ha="0.3350 / 0.2476" homo_energy_ev="-8.71 / -8.47" charge=0
Ag 0.193348 0.374515 0.239766 0.0 0.1 0.3
C -1.021998 0.627992 4.310555 -0.3 -0.1 -0.1
C -0.691268 0.601236 2.835481 0.1 0.0 0.1
O -1.467674 1.111867 2.020423 -0.2 0.1 -0.1
O 0.414194 0.049895 2.510986 0.1 0.1 -0.4
H -2.103158 0.668570 4.435840 0.0 0.0 0.0
H -0.605011 1.537970 4.739741 0.1 -0.1 0.1
H -0.623233 -0.253024 4.804773 0.1 0.1 0.1
C 0.798088 3.289146 -2.599317 0.2 0.2 -0.5
C 0.701715 2.144903 -1.650206 -0.1 -0.6 -0.1
O 0.584260 0.966692 -2.076460 0.0 0.3 0.2
O 0.724727 2.411904 -0.412162 -0.1 -0.4 0.7
H 0.409983 4.203939 -2.160939 0.0 0.0 0.0
H 0.267450 3.040891 -3.515664 0.0 0.1 0.0
H 1.850378 3.437049 -2.853047 0.0 0.1 0.0
C -1.465206 -3.333876 -1.600188 0.0 -0.2 0.2
C -1.081485 -1.926454 -1.192519 0.0 0.2 -0.2
C -2.306977 -1.028698 -1.230436 -0.2 0.0 0.6
O -1.948070 0.265180 -0.813406 -0.2 -0.2 -0.4
C -2.592396 1.327412 -1.475177 -0.4 0.0 0.1
N -0.435987 -1.816747 0.135368 0.1 -0.2 -0.2
H -1.460270 -3.418193 -2.685344 -0.1 -0.1 0.0
H -2.459372 -3.587132 -1.224836 0.0 -0.1 0.0
H -0.762976 -4.064133 -1.194791 0.0 0.0 -0.1
H -0.358027 -1.531578 -1.911021 0.0 0.1 0.1
H -3.052564 -1.422922 -0.517670 0.0 0.0 -0.1
H -2.767540 -1.039335 -2.222305 0.2 0.1 -0.1
H -3.680689 1.246239 -1.363490 0.1 0.0 0.0
H -2.335849 1.344452 -2.539066 0.1 0.0 0.0
H -2.268834 2.239349 -0.981033 0.1 0.1 -0.1
H -1.003418 -2.201597 0.887152 -0.2 0.3 0.0
H 0.401045 -2.393303 0.134074 0.2 0.3 0.0
C 3.419506 -0.378676 2.022642 -0.1 -0.2 0.3
C 3.516682 -0.036962 0.552735 -0.2 -0.1 -0.2
O 2.374111 -0.561636 -0.182921 1.0 -0.3 0.3
H 2.754237 -1.232328 2.160721 0.1 0.0 0.0
H 2.994305 0.425115 2.616557 0.0 0.0 0.0
H 4.396413 -0.655883 2.420440 0.0 0.1 0.0
H 4.427002 -0.468443 0.135580 0.0 0.0 -0.1
H 3.537067 1.041577 0.397271 0.1 0.0 -0.1
H 2.727481 -1.004992 -0.958097 -0.2 0.2 -0.2

***

95
Properties=species:S:1:pos:R:3:forces:R:3 method="wB97M-V/def2-TZVPD" de_lowest_ev=0.000 spin_multiplicity=4 largest_force_ev_per_a=1.8 gap_ha="0.1667 / 0.2035" homo_energy_ev="0.01 / -0.99" charge=-2
V 0.313510 -0.055939 0.831394 0.9 1.0 -1.0
C -2.060167 -1.205194 -2.096487 -0.1 0.0 0.2
Si -1.555663 -1.169352 -0.218073 -0.7 -0.5 -1.0
C -1.532799 -3.087451 0.043633 0.2 0.3 0.0
C -2.544168 -4.011570 -0.231055 -0.2 -0.2 -0.1
C -2.353278 -5.376076 -0.068784 0.0 0.2 0.0
C -1.119512 -5.854482 0.360477 0.1 -0.1 0.0
C -0.091928 -4.963480 0.612052 -0.1 0.0 -0.1
C -0.294375 -3.588770 0.449650 -0.1 -0.4 0.1
P 1.033279 -2.377067 0.840654 -0.3 -0.6 0.3
C 2.383930 -3.022684 -0.214375 0.3 0.2 -0.5
C 2.103832 -3.740616 -1.381871 -0.1 0.1 0.3
C 3.114907 -4.141538 -2.238983 0.2 -0.1 -0.2
C 4.436823 -3.810033 -1.970580 -0.2 0.0 0.1
C 4.724518 -3.052030 -0.843954 0.2 -0.1 -0.1
C 3.715812 -2.648420 0.015225 -0.2 -0.1 0.0
C 1.480682 -3.102730 2.485964 -0.1 -0.2 0.2
C 2.746066 -3.473404 2.922694 -0.1 0.1 -0.1
C 2.942739 -3.951803 4.213845 0.0 0.0 0.1
C 1.873389 -4.095246 5.079459 0.0 0.0 0.0
C 0.595775 -3.756890 4.646897 0.0 0.0 0.0
C 0.407029 -3.250927 3.375381 0.2 0.0 -0.1
C -3.193814 -0.442684 0.492852 0.2 0.0 0.1
C -4.434950 -1.088799 0.502374 -0.1 0.0 0.0
C -5.603325 -0.414779 0.817555 -0.1 -0.1 0.0
C -5.554456 0.943728 1.106392 0.0 0.1 0.0
C -4.330617 1.592836 1.122919 -0.1 -0.2 0.1
C -3.135822 0.906924 0.866468 -0.1 0.1 0.2
P -1.378102 1.710073 0.910636 -1.6 0.5 0.7
C -1.419640 2.297962 2.672280 0.1 0.1 0.2
C -2.369445 1.900359 3.612654 0.1 0.0 -0.1
C -2.288979 2.307618 4.940001 0.0 0.0 0.1
C -1.267250 3.139964 5.362687 -0.1 0.0 0.0
C -0.296502 3.522763 4.446026 0.0 0.0 0.1
C -0.360648 3.087416 3.135005 0.0 0.0 0.0
C -2.086732 3.210747 0.070469 0.3 -0.2 -0.3
C -2.244570 3.176346 -1.315354 0.0 0.0 0.0
C -2.744873 4.268002 -2.006205 0.0 0.0 -0.1
C -3.106053 5.421833 -1.321328 0.0 0.1 0.1
C -2.960355 5.466835 0.057560 0.0 0.0 -0.1
C -2.457135 4.370892 0.745918 0.0 -0.1 0.0
H -2.965357 -1.808082 -2.240271 0.0 0.0 0.0
H -1.260929 -1.641608 -2.702260 0.0 0.0 0.0
H -2.264432 -0.198116 -2.472234 0.0 0.0 0.0
H -3.507078 -3.668777 -0.594821 0.0 0.0 0.0
H -3.161162 -6.070048 -0.276251 0.0 0.0 0.0
H -0.968494 -6.920542 0.494334 0.0 0.0 0.0
H 0.876379 -5.328357 0.937274 0.0 0.0 0.0
H 1.076054 -3.988159 -1.613846 0.0 0.0 0.0
H 2.870858 -4.712512 -3.128196 0.0 0.0 0.0
H 5.226472 -4.126390 -2.642017 0.0 0.0 0.0
H 5.748128 -2.757614 -0.641318 0.0 0.0 0.0
H 3.958744 -2.025176 0.863070 0.0 0.1 -0.1
H 3.596578 -3.395466 2.260568 0.0 0.0 0.1
H 3.945599 -4.192625 4.548268 0.0 0.0 0.0
H 2.030087 -4.455224 6.090104 0.0 0.0 0.0
H -0.249209 -3.865444 5.316802 0.0 0.0 0.0
H -0.580635 -2.951270 3.048857 0.0 0.0 0.1
H -4.498055 -2.141251 0.247587 0.0 0.0 0.0
H -6.555257 -0.937367 0.819303 0.0 0.0 0.0
H -6.466672 1.490206 1.325161 0.0 0.0 0.0
H -4.304590 2.647385 1.370299 0.0 0.0 0.0
H -3.171932 1.237854 3.330081 -0.1 0.0 -0.1
H -3.034815 1.959844 5.647024 0.0 0.0 0.0
H -1.211279 3.459061 6.397452 0.0 0.0 0.0
H 0.539135 4.134566 4.767325 0.0 0.0 0.0
H 0.450725 3.325892 2.462162 -0.1 -0.1 0.0
H -1.951172 2.278413 -1.849816 0.0 0.0 0.0
H -2.851077 4.234154 -3.085198 0.0 -0.1 0.0
H -3.502230 6.277824 -1.856266 0.0 0.0 0.0
H -3.230826 6.365916 0.600773 0.0 0.0 0.0
H -2.343159 4.418788 1.821781 0.0 0.0 0.0
S 0.626555 -0.032078 3.146453 0.1 0.2 0.9
C 2.355069 0.072017 3.365904 0.0 0.0 0.2
C 2.887321 -0.022033 4.657244 0.0 0.0 -0.1
C 4.249885 0.080256 4.891549 0.0 0.0 0.1
C 5.116995 0.280840 3.823248 0.1 0.0 0.0
C 4.609119 0.369748 2.534869 -0.1 0.0 0.1
C 3.236651 0.264028 2.278169 0.2 0.0 0.2
S 2.646848 0.361721 0.636203 0.6 0.0 -0.2
H 2.191960 -0.185447 5.473116 0.0 0.0 0.0
H 4.639441 -0.002561 5.901436 0.0 0.0 0.0
H 6.186213 0.358671 3.994929 0.0 0.0 0.0
H 5.277365 0.527390 1.694526 0.0 0.0 0.0
C 0.786372 4.847885 0.326252 -0.1 -0.1 0.0
C 1.236211 3.414973 0.023710 0.2 -0.1 -0.1
C 1.581029 3.278969 -1.458835 0.0 -0.1 0.1
O 0.308858 2.415017 0.357828 0.1 -0.2 0.1
H 1.643165 5.524579 0.249318 0.0 0.0 0.0
H 0.372923 4.924601 1.331414 0.0 0.1 0.0
H 0.020197 5.171653 -0.381222 -0.1 0.0 0.0
H 2.159380 3.223868 0.592882 0.0 0.0 0.0
H 0.727133 3.584561 -2.070417 0.0 0.0 0.0
H 1.807004 2.232665 -1.667503 0.0 0.0 0.0
H 2.449273 3.891162 -1.724577 0.0 0.0 0.0

***

52
Properties=species:S:1:pos:R:3:forces:R:3 method="wB97M-V/def2-TZVPD" de_lowest_ev=1.811 largest_force_ev_per_a=1.0 smiles=CCOc1cc(-c2nc3cc(C)ccn3c2NC[C@@H]2CCCO2)ccc1O gap_ha=0.2813 homo_energy_ev=-7.06 charge=0
C -3.785818 -2.032946 1.861521 -0.1 0.1 -0.4
C -4.096984 -2.108185 0.369433 0.2 -0.4 0.3
O -4.785642 -0.974085 -0.105320 -0.1 0.7 -0.2
C -4.106097 0.221320 -0.251753 -0.3 0.0 -0.1
C -2.739616 0.396590 -0.156620 -0.1 -0.1 0.0
C -2.170797 1.658558 -0.346712 -0.4 0.0 -0.1
C -0.734795 1.864519 -0.250444 0.9 -0.4 0.1
N -0.223411 3.093536 0.034541 0.0 0.4 0.0
C 1.084526 2.958637 0.054117 -0.3 -0.3 -0.1
C 2.091117 3.899730 0.320439 0.6 0.0 0.0
C 3.405284 3.523378 0.268182 -0.4 0.3 0.0
C 4.515864 4.488285 0.544791 0.0 0.0 0.0
C 3.726446 2.180788 -0.066116 -0.2 -0.2 -0.1
C 2.756609 1.264770 -0.319615 0.7 -0.1 -0.1
N 1.457182 1.645483 -0.244116 -0.2 0.7 0.2
C 0.295252 0.947687 -0.429176 -0.9 -0.1 -0.1
N 0.332901 -0.383437 -0.842785 0.0 0.1 -0.2
C 0.714272 -1.394372 0.128364 0.1 -0.5 -0.3
C 1.526001 -2.505150 -0.537650 -0.4 -0.1 0.4
C 1.710720 -3.755479 0.343568 0.0 0.2 -0.2
C 3.116636 -4.254784 -0.023975 0.1 0.1 -0.1
C 3.627684 -3.189474 -1.012089 0.2 -0.4 -0.1
O 2.836733 -2.043949 -0.801857 -0.1 0.3 0.1
C -3.000949 2.743512 -0.609929 0.2 -0.2 0.0
C -4.367765 2.574727 -0.708839 -0.3 -0.3 0.0
C -4.931995 1.320462 -0.540885 0.2 -0.2 0.1
O -6.278179 1.155631 -0.645218 0.0 0.0 0.0
H -3.290498 -2.946668 2.179129 0.1 -0.1 0.1
H -4.707908 -1.916742 2.425591 -0.1 0.0 0.1
H -3.142360 -1.184186 2.080668 0.1 0.0 0.1
H -4.779842 -2.940133 0.172774 0.2 0.1 0.0
H -3.181034 -2.274719 -0.212532 -0.1 0.0 0.0
H -2.103256 -0.435091 0.098406 0.0 -0.1 0.1
H 1.791287 4.907248 0.557659 0.0 0.1 0.0
H 5.116276 4.144098 1.386509 0.1 0.0 0.1
H 4.123211 5.474590 0.776297 0.0 0.1 0.0
H 5.172900 4.567122 -0.320817 0.1 0.1 0.0
H 4.762350 1.886678 -0.125598 0.1 -0.1 0.0
H 2.950308 0.239013 -0.594137 0.0 -0.1 0.0
H -0.492866 -0.636660 -1.369540 0.1 0.1 0.0
H 1.335342 -0.927827 0.895747 0.0 -0.1 0.0
H -0.158168 -1.850309 0.624285 0.1 0.1 0.0
H 1.044044 -2.785749 -1.489549 0.0 0.0 0.1
H 1.662738 -3.472778 1.395162 0.0 0.0 0.0
H 0.938856 -4.496818 0.148312 -0.1 0.0 0.0
H 3.095498 -5.238929 -0.487445 0.0 0.0 0.0
H 3.755523 -4.302523 0.855935 0.0 -0.1 0.0
H 4.668426 -2.907954 -0.850397 0.0 0.0 -0.1
H 3.508308 -3.540906 -2.047717 0.0 0.1 0.1
H -2.551384 3.715048 -0.731398 0.0 0.1 0.0
H -5.021666 3.406388 -0.916688 -0.1 0.1 0.0
H -6.471267 0.222070 -0.482529 0.0 0.0 0.0